{
  "formula": "C49H45N4P2RhS2Si",
  "method": "ωB97M-V/def2-TZVPD",
  "symbols": ["Rh", "C", "Si", "C", "C", "C", "C", "C", "C", "P", "C", "C", "C", "C", "C", "C", "C", "C", "C", "C", "C", "C", "C", "C", "C", "C", "C", "C", "P", "C", "C", "C", "C", "C", "C", "C", "C", "C", "C", "C", "C", "H", "H", "H", "H", "H", "H", "H", "H", "H", "H", "H", "H", "H", "H", "H", "H", "H", "H", "H", "H", "H", "H", "H", "H", "H", "H", "H", "H", "H", "H", "H", "N", "C", "S", "C", "C", "C", "N", "C", "C", "H", "H", "H", "H", "H", "H", "C", "H", "H", "H", "C", "C", "C", "C", "N", "C", "S", "N", "H", "H", "H", "H", "H"],
  "coordinates": [[-0.1771, 0.1107, -0.6386], [-1.6088, 3.4603, -1.0170], [-0.0989, 2.3902, -0.6079], [1.2534, 2.9759, -1.8087], [1.3752, 4.2651, -2.3318], [2.3795, 4.5771, -3.2360], [3.2889, 3.6014, -3.6239], [3.1969, 2.3193, -3.1038], [2.1811, 2.0052, -2.2049], [1.9508, 0.3681, -1.3889], [3.2733, 0.4582, -0.1140], [3.5567, 1.6750, 0.5043], [4.4958, 1.7503, 1.5227], [5.1751, 0.6124, 1.9347], [4.8969, -0.6053, 1.3307], [3.9505, -0.6814, 0.3198], [2.6956, -0.8108, -2.5885], [4.0677, -0.9613, -2.7963], [4.5460, -1.8527, -3.7435], [3.6601, -2.6147, -4.4953], [2.2953, -2.4859, -4.2894], [1.8201, -1.5928, -3.3377], [0.3452, 2.9481, 1.1568], [0.7862, 4.2188, 1.5351], [0.9554, 4.5451, 2.8708], [0.6532, 3.6132, 3.8619], [0.2041, 2.3529, 3.5077], [0.0769, 2.0163, 2.1607], [-0.4842, 0.3703, 1.5766], [0.4840, -0.8241, 2.5741], [1.7085, -0.5063, 3.1526], [2.4365, -1.4715, 3.8374], [1.9683, -2.7731, 3.9304], [0.7555, -3.1082, 3.3416], [0.0215, -2.1388, 2.6781], [-2.1168, 0.2895, 2.4345], [-2.3541, -0.2729, 3.6854], [-3.6088, -0.1763, 4.2769], [-4.6355, 0.4982, 3.6351], [-4.4085, 1.0629, 2.3853], [-3.1673, 0.9371, 1.7842], [-1.3710, 4.5144, -0.8424], [-2.4439, 3.2092, -0.3571], [-1.9567, 3.3518, -2.0440], [0.6625, 5.0316, -2.0467], [2.4519, 5.5774, -3.6452], [4.0700, 3.8395, -4.3353], [3.9095, 1.5687, -3.4169], [3.0444, 2.5762, 0.1877], [4.7008, 2.7065, 1.9884], [5.9175, 0.6744, 2.7207], [5.4157, -1.5019, 1.6480], [3.7692, -1.6378, -0.1549], [4.7688, -0.3874, -2.2023], [5.6134, -1.9568, -3.8932], [4.0360, -3.3146, -5.2308], [1.5985, -3.0860, -4.8613], [0.7547, -1.5062, -3.1532], [1.0050, 4.9621, 0.7741], [1.3101, 5.5305, 3.1485], [0.7672, 3.8756, 4.9064], [-0.0349, 1.6251, 4.2756], [2.1069, 0.4971, 3.0675], [3.3829, -1.2008, 4.2870], [2.5434, -3.5244, 4.4568], [0.3811, -4.1240, 3.3948], [-0.9342, -2.4094, 2.2394], [-1.5568, -0.7784, 4.2151], [-3.7759, -0.6200, 5.2506], [-5.6075, 0.5849, 4.1046], [-5.2030, 1.5964, 1.8767], [-2.9984, 1.3388, 0.7886], [-2.0896, -6.8183, -0.1369], [-1.0287, -6.2469, 0.4535], [-0.0638, -7.0287, 1.5278], [-0.8154, -4.8165, 0.0900], [-1.8856, -3.9418, -0.0700], [-1.6341, -2.6114, -0.3551], [-0.3966, -2.1250, -0.4996], [0.6227, -2.9748, -0.3747], [0.4659, -4.3142, -0.0724], [-2.2891, -7.7851, 0.0612], [-2.5829, -6.3586, -0.8832], [-2.9076, -4.2660, 0.0784], [-2.4447, -1.8979, -0.4503], [1.6083, -2.5515, -0.4931], [1.3260, -4.9552, 0.0569], [-1.2332, 1.0697, -3.9014], [-1.1950, 2.1069, -3.5781], [-1.9369, 0.9572, -4.7222], [-0.2372, 0.7529, -4.2047], [-5.9534, -0.6809, -0.0514], [-5.2233, 0.1567, -1.0547], [-5.8019, 1.2698, -1.6618], [-5.0416, 1.9372, -2.5999], [-3.7993, 1.5734, -2.9125], [-3.3254, 0.5298, -2.2469], [-1.6666, -0.0181, -2.5358], [-3.9799, -0.2078, -1.3495], [-6.9862, -0.3573, 0.0691], [-5.4468, -0.6176, 0.9112], [-5.9382, -1.7246, -0.3653], [-6.8072, 1.5852, -1.4220], [-5.4336, 2.8015, -3.1251]],
  "atomic_forces_ev_per_a": [[-0.02, 0.01, -0.13], [-0.02, -0.06, 0.10], [-0.06, 0.04, -0.02], [0.03, 0.02, -0.01], [-0.02, -0.04, 0.00], [0.02, 0.02, 0.01], [0.01, 0.00, -0.01], [-0.04, 0.00, 0.02], [-0.02, -0.01, 0.01], [0.05, 0.08, -0.07], [0.06, -0.03, -0.05], [-0.02, 0.02, 0.03], [0.01, 0.01, 0.02], [-0.02, 0.01, 0.04], [-0.02, -0.02, 0.02], [0.01, 0.04, 0.04], [-0.03, -0.04, 0.02], [0.01, 0.04, -0.02], [0.00, -0.01, -0.02], [0.01, -0.01, 0.01], [-0.01, 0.00, 0.00], [0.02, -0.01, -0.01], [-0.06, -0.03, 0.03], [0.00, 0.00, -0.01], [-0.02, -0.01, 0.02], [0.01, 0.03, -0.03], [0.03, 0.00, 0.00], [0.04, -0.03, 0.01], [0.03, -0.05, 0.10], [-0.06, -0.03, 0.01], [0.05, 0.01, -0.03], [0.03, -0.02, -0.06], [0.00, 0.01, 0.01], [-0.02, -0.01, 0.01], [-0.03, -0.02, -0.02], [-0.07, 0.05, -0.10], [-0.01, 0.08, 0.07], [0.05, -0.03, 0.00], [-0.01, 0.05, -0.03], [0.00, 0.04, 0.10], [0.02, 0.01, -0.06], [0.00, 0.00, -0.02], [0.02, 0.02, 0.00], [0.00, 0.01, -0.03], [0.00, 0.01, 0.00], [0.00, 0.00, 0.00], [0.00, 0.00, 0.00], [0.03, -0.05, 0.00], [0.03, -0.04, 0.02], [0.00, -0.01, 0.00], [-0.01, 0.00, 0.00], [0.00, 0.01, -0.01], [-0.07, -0.04, 0.02], [-0.01, 0.01, -0.03], [0.00, 0.00, 0.00], [0.00, 0.00, 0.00], [0.00, 0.00, 0.00], [-0.03, 0.01, 0.00], [0.00, 0.00, 0.00], [0.00, 0.00, 0.00], [0.00, 0.00, 0.00], [0.00, 0.01, 0.01], [0.01, 0.01, -0.01], [0.03, 0.00, 0.00], [0.00, 0.00, 0.00], [0.01, 0.00, 0.00], [0.04, 0.01, 0.03], [-0.01, 0.00, 0.00], [-0.01, 0.00, 0.00], [0.00, 0.00, 0.00], [0.00, 0.00, 0.00], [0.02, 0.00, 0.07], [0.00, -0.04, -0.01], [-0.04, 0.05, 0.02], [0.01, -0.01, 0.00], [0.01, -0.04, -0.01], [0.01, -0.01, 0.00], [-0.03, -0.03, -0.01], [-0.10, 0.03, -0.07], [0.07, 0.01, 0.08], [-0.01, 0.00, 0.01], [0.00, 0.03, -0.01], [0.00, 0.00, 0.00], [0.00, 0.00, -0.01], [0.00, 0.01, 0.00], [0.09, 0.03, -0.02], [0.01, -0.01, 0.00], [0.18, -0.02, 0.01], [-0.01, -0.03, -0.02], [0.00, -0.01, 0.02], [0.05, 0.01, -0.04], [-0.03, -0.04, -0.05], [-0.06, -0.01, 0.03], [0.00, 0.00, 0.01], [-0.01, 0.03, 0.03], [0.02, 0.02, 0.00], [-0.03, -0.11, 0.01], [-0.12, 0.12, 0.03], [0.02, 0.01, 0.02], [0.00, 0.00, -0.01], [-0.01, -0.06, -0.03], [-0.01, -0.01, -0.02], [0.00, -0.01, 0.00], [0.00, -0.01, -0.01]],
  "lowdin_charge": [0.109, -0.193, 0.456, -0.294, -0.092, -0.086, -0.082, -0.070, -0.359, 0.953, -0.328, -0.081, -0.078, -0.097, -0.093, -0.113, -0.347, -0.109, -0.078, -0.088, -0.080, -0.113, -0.282, -0.091, -0.084, -0.080, -0.088, -0.356, 0.942, -0.335, -0.086, -0.083, -0.083, -0.077, -0.129, -0.315, -0.085, -0.081, -0.092, -0.109, -0.103, 0.026, 0.016, 0.004, 0.095, 0.100, 0.101, 0.093, 0.096, 0.105, 0.100, 0.105, 0.096, 0.107, 0.104, 0.101, 0.103, 0.062, 0.100, 0.099, 0.100, 0.108, 0.098, 0.102, 0.101, 0.095, 0.099, 0.100, 0.102, 0.101, 0.105, 0.074, 0.092, -0.843, 0.670, -0.246, -0.009, -0.140, -0.052, -0.110, -0.017, 0.100, 0.106, 0.117, 0.074, 0.096, 0.107, -0.348, 0.021, 0.041, 0.032, -0.022, -0.328, -0.014, -0.110, 0.079, -0.618, 0.859, 0.105, 0.081, 0.058, 0.085, 0.107, 0.113],
  "e_lumo_ev": -0.318,
  "relative_energy_kj_mol": 16.9,
  "charge": 0,
  "orbital_gap_ev": 6.0768,
  "homo_ev": -6.4,
  "fmax_ev_per_a": 0.18,
  "total_energy_ha": -3992.52546,
  "multiplicity": 1
}